1.
Here is a molecular structure, C24H53FFeGe2N5S2SeSi from OMol25. Energies are from the ωB97M-V functional and the def2-TZVPD basis.

Properties
E_HOMO (spin up / spin down)	-1.519 / -1.728	eV
spin multiplicity	5
total charge	-1
orbital gap (spin up / spin down)	3.94 / 4.13	eV
<S²>	6.1271
largest force on an atom	0.383	hartree/bohr

Atoms and positions in Å:
Fe (-0.30459, 0.47634, 0.74275)
C (1.96164, 1.48266, 4.59258)
Si (1.88929, 0.24342, 3.19291)
C (3.55218, -0.58482, 2.97186)
C (0.63399, -1.06810, 3.63403)
N (1.38926, 1.08226, 1.63211)
C (2.06334, 2.09903, 0.99659)
C (3.26038, 2.70126, 1.40311)
C (3.80068, 3.73333, 0.61679)
C (3.14869, 4.15214, -0.55732)
C (1.95053, 3.54230, -0.95523)
C (1.43942, 2.52448, -0.15844)
F (0.38843, 1.82061, -0.29196)
H (2.25168, 0.96332, 5.52874)
H (0.96198, 1.94518, 4.72347)
H (2.70435, 2.27389, 4.37144)
H (3.83617, -1.09628, 3.91419)
H (4.32732, 0.16426, 2.71769)
H (3.48285, -1.33175, 2.15471)
H (0.93804, -1.57163, 4.57475)
H (0.57831, -1.81498, 2.81580)
H (-0.35996, -0.59536, 3.77187)
H (3.77711, 2.39650, 2.29899)
H (4.72519, 4.20935, 0.91684)
H (3.57321, 4.94779, -1.15569)
H (1.43946, 3.85505, -1.85575)
C (-4.99480, 0.83067, 0.39123)
N (-3.74036, 1.46896, 0.71295)
C (-2.93467, 1.21771, 1.76673)
N (-3.31450, 0.26727, 2.63956)
S (-1.51845, 2.05418, 1.97964)
H (-5.38557, 1.27044, -0.52919)
H (-5.70136, 0.98984, 1.20998)
H (-4.82952, -0.24080, 0.25185)
H (-3.40415, 2.19389, 0.08840)
H (-4.16906, -0.25823, 2.54614)
H (-2.72002, 0.07046, 3.43482)
C (-0.11212, -3.58272, 3.68023)
Ge (-0.37688, -2.52384, 2.07210)
C (0.83700, -3.13902, 0.68461)
C (-2.21145, -2.72122, 1.46161)
C (-0.02121, -0.65319, 2.46175)
H (-0.31539, -4.64998, 3.45650)
H (-0.80546, -3.23116, 4.47155)
H (0.93518, -3.46975, 4.02788)
H (0.63290, -4.20660, 0.46313)
H (1.88381, -3.02637, 1.03388)
H (0.68503, -2.53445, -0.23292)
H (-2.41312, -3.78910, 1.23948)
H (-2.36168, -2.11689, 0.54364)
H (-2.90366, -2.37022, 2.25418)
H (1.02601, -0.54191, 2.81013)
H (-0.71458, -0.30338, 3.25376)
C (0.57869, -3.38189, -2.88693)
N (1.83832, -2.97741, -2.29445)
C (3.02690, -3.79372, -2.45881)
C (4.09392, -3.03314, -1.68289)
N (3.32888, -2.19335, -0.80179)
C (2.00770, -2.10299, -1.21829)
S (0.90937, -1.10164, -0.49424)
H (0.74592, -3.64433, -3.93498)
H (-0.15631, -2.57597, -2.83073)
H (0.19976, -4.25132, -2.34242)
H (3.27616, -3.91317, -3.51667)
H (2.83419, -4.77340, -2.00795)
H (4.68288, -2.38336, -2.33795)
H (4.76011, -3.68408, -1.11185)
H (3.70585, -1.56118, -0.10629)
C (-2.64019, 4.21533, -2.59473)
Ge (-2.41313, 2.66576, -3.74658)
C (-0.55818, 2.55265, -4.31716)
C (-3.55181, 2.85722, -5.30952)
C (-2.92117, 1.05218, -2.78460)
Se (-1.80911, 0.83773, -1.19477)
C (-0.68063, -0.51755, -2.02285)
H (-2.36096, 5.13268, -3.15232)
H (-1.98899, 4.11211, -1.70270)
H (-3.69987, 4.28406, -2.27431)
H (-0.28732, 3.47379, -4.87245)
H (-0.42856, 1.67061, -4.97704)
H (0.09724, 2.45155, -3.42806)
H (-3.26962, 3.77756, -5.86081)
H (-4.61095, 2.92766, -4.98755)
H (-3.42270, 1.97513, -5.96965)
H (-2.82678, 0.17275, -3.45416)
H (-3.98383, 1.11180, -2.47274)
H (-0.23847, -0.12979, -2.96317)
H (-1.26287, -1.44542, -2.19962)
H (0.15259, -0.75131, -1.32911)
H (-1.58788, -0.61040, 0.86966)

Löwdin atomic charge list, values in e, 8 entries: number 1, Fe, carries -0.18; number 2, C, carries -0.15; number 3, Si, carries 0.43; number 4, C, carries -0.14; number 5, C, carries -0.49; number 6, N, carries -0.10; number 7, C, carries -0.30; number 8, C, carries -0.05


2.
Here is a molecular structure, C24H54BeBr2ClF2N4O14 from OMol25. Energies are from the ωB97M-V functional and the def2-TZVPD basis.

Properties
E_HOMO	-4.657	eV
spin multiplicity	1
total charge	-1
orbital gap	1.59	eV
largest force on an atom	0.061	hartree/bohr

Atoms and positions in Å:
C (0.89677, -1.14472, 0.73400)
C (0.76623, -1.04708, -0.45857)
C (0.42314, -0.52766, -1.83246)
N (-0.57999, 0.53592, -1.84019)
C (-0.24572, 1.73728, -1.05602)
O (0.15634, 2.85952, -1.81474)
C (1.25602, 2.59816, -2.67326)
O (1.99143, 3.78596, -2.82868)
C (3.06180, 3.78604, -1.87488)
C (3.43624, 5.23830, -1.49833)
O (4.44919, 5.67469, -2.38923)
C (-1.87926, 0.09396, -1.64154)
N (-2.20075, -1.08376, -0.97578)
N (-2.89670, 0.75014, -2.11929)
C (-2.80787, 2.00429, -2.87796)
C (-3.63104, 3.11180, -2.13946)
C (-2.78680, 4.36445, -1.77241)
C (-3.44968, 5.07890, -0.55362)
O (-2.47355, 5.76708, 0.22261)
H (0.93299, -1.15536, 1.80606)
H (-0.02594, -1.38967, -2.36490)
H (1.32159, -0.29086, -2.42016)
H (-1.17346, 2.06280, -0.54983)
H (0.50533, 1.58857, -0.26171)
H (0.85715, 2.32710, -3.66747)
H (1.95687, 1.83312, -2.29259)
H (3.98056, 3.29568, -2.23989)
H (2.77852, 3.30841, -0.91265)
H (2.52264, 5.85475, -1.60846)
H (3.78261, 5.28952, -0.45145)
H (4.45667, 6.64560, -2.39871)
H (-3.21449, -1.14272, -0.90578)
H (-1.84716, -1.87351, -1.51075)
H (-3.85418, 0.37343, -1.96951)
H (-1.78533, 2.30438, -3.12817)
H (-3.32196, 1.81955, -3.83994)
H (-4.55276, 3.34043, -2.69848)
H (-3.99407, 2.67569, -1.18705)
H (-1.73550, 4.14382, -1.54620)
H (-2.89948, 5.08619, -2.60342)
H (-3.93867, 4.37199, 0.13939)
H (-4.22916, 5.79857, -0.86718)
H (-1.92855, 6.31016, -0.36061)
F (5.94485, 4.36427, -2.20904)
Be (-0.54190, -3.07257, 1.86220)
O (-5.05467, 10.24580, -1.22096)
Cl (-4.33873, 9.07274, -0.82756)
O (-5.21790, 8.10894, -0.25247)
O (-3.35301, 9.51385, 0.22289)
O (-3.62251, 8.51938, -1.92622)
F (-1.86233, 8.40058, 0.17240)
C (-0.13891, -6.31313, 4.83250)
O (0.34736, -5.04452, 5.24160)
C (-0.62051, -4.30829, 5.98230)
C (-0.33856, -4.37469, 7.47062)
O (-0.50835, -5.69236, 7.97756)
C (0.72172, -6.37081, 8.16178)
H (0.70892, -6.90560, 4.48857)
H (-0.62704, -6.84485, 5.65242)
H (-0.84192, -6.19252, 4.00110)
H (-1.63275, -4.65866, 5.76005)
H (-0.54780, -3.26602, 5.65648)
H (-1.05897, -3.73710, 7.99248)
H (0.66519, -3.99925, 7.69284)
H (1.23644, -5.98134, 9.04678)
H (1.37283, -6.27800, 7.28935)
H (0.50365, -7.42640, 8.32142)
N (-5.76407, -1.02242, -2.93261)
O (-5.08139, -1.20623, -1.88143)
O (-6.20984, -1.98630, -3.55189)
O (-5.96547, 0.14236, -3.32401)
Br (2.46266, 9.96288, 0.87570)
C (1.13854, 9.01912, 1.94968)
C (1.49276, 7.56389, 2.10448)
Br (1.09247, 6.56915, 0.48487)
H (0.17304, 9.17358, 1.47307)
H (1.14910, 9.51928, 2.91687)
H (0.88229, 7.10401, 2.87993)
H (2.54295, 7.39853, 2.32864)
C (0.56158, -5.91489, 0.42106)
C (1.12907, -5.25675, -0.82988)
C (1.11136, -6.15914, -2.06206)
C (1.96549, -7.42248, -1.95179)
C (3.43842, -7.15941, -1.64682)
C (4.13230, -6.35178, -2.73666)
H (1.14257, -6.78807, 0.72517)
H (0.57581, -5.20353, 1.25016)
H (-0.47238, -6.22787, 0.25972)
H (2.14681, -4.90534, -0.63043)
H (0.53266, -4.36414, -1.04826)
H (1.43868, -5.57565, -2.92851)
H (0.07870, -6.45375, -2.27369)
H (1.88545, -7.97843, -2.89161)
H (1.55542, -8.08180, -1.18128)
H (3.94947, -8.12045, -1.54080)
H (3.54649, -6.64921, -0.68582)
H (4.07419, -6.86144, -3.70067)
H (5.18723, -6.21438, -2.49232)
H (3.68549, -5.36276, -2.83978)
O (3.59082, -2.62233, -2.85598)
H (3.80416, -3.34633, -3.45320)
H (3.29593, -3.06067, -2.05000)

Löwdin atomic charge list, values in e, 8 entries: number 1, C, carries -0.03; number 2, C, carries -0.12; number 3, C, carries -0.15; number 4, N, carries -0.01; number 5, C, carries -0.15; number 6, O, carries -0.10; number 7, C, carries -0.25; number 8, O, carries -0.08


3.
Here is 9 unconnected molecules or ions with the total composition C24H54Cl9O18P3S3 from OMol25. Energies are from the ωB97M-V functional and the def2-TZVPD basis.

Properties
E_HOMO	-10.234	eV
spin multiplicity	1
orbital gap	10.31	eV
SMILES string	COP(=O)(OC)OC.COP(=O)(OC)OC.COP(=O)(OC)OC.O=S1(=O)CCCC1.O=S1(=O)CCCC1.O=S1(=O)CCCC1.ClC(Cl)Cl.ClC(Cl)Cl.ClC(Cl)Cl
largest force on an atom	0.050	hartree/bohr

Atoms and positions in Å:
C (17.25225, 12.56861, 16.10519)
O (17.29469, 11.56994, 17.21591)
P (18.54770, 10.59534, 17.28699)
O (18.44849, 9.72096, 18.46364)
O (18.65411, 9.90860, 15.82306)
C (17.62347, 8.81223, 15.53693)
O (19.74709, 11.62579, 17.14572)
C (21.15567, 11.07503, 17.29212)
H (17.99863, 12.36842, 15.33660)
H (17.39330, 13.54926, 16.54390)
H (16.25020, 12.50380, 15.66975)
H (17.03304, 9.18586, 14.69794)
H (16.97143, 8.63969, 16.38625)
H (18.19643, 7.93731, 15.25786)
H (21.76070, 11.93202, 17.56548)
H (21.47964, 10.64004, 16.34820)
H (21.20114, 10.32717, 18.08086)
C (8.00437, 16.73618, 12.13510)
O (8.81826, 16.71138, 10.94158)
P (10.32091, 17.14651, 11.08376)
O (11.21849, 16.65468, 12.12502)
O (10.73599, 16.70374, 9.61946)
C (12.08716, 16.93284, 9.23098)
O (10.07611, 18.68871, 11.12326)
C (11.31401, 19.52177, 11.29089)
H (7.52500, 17.69892, 12.18672)
H (8.55894, 16.45062, 13.00378)
H (7.23122, 15.97342, 12.05593)
H (12.39120, 16.31150, 8.40983)
H (12.82464, 16.68630, 9.97770)
H (12.28328, 17.96084, 8.94705)
H (11.21586, 19.99660, 12.26013)
H (11.29976, 20.23112, 10.45014)
H (12.22355, 18.92288, 11.23400)
C (14.19814, 14.07563, 12.06461)
O (13.68123, 13.67928, 10.77566)
P (14.55055, 13.83613, 9.42326)
O (15.59802, 12.84661, 9.16508)
O (13.38551, 14.00866, 8.35779)
C (12.39724, 12.92714, 8.25126)
O (15.00896, 15.35776, 9.43515)
C (16.44276, 15.63590, 9.59007)
H (13.64465, 14.93780, 12.41368)
H (15.26411, 14.26977, 12.05337)
H (14.05313, 13.26331, 12.76667)
H (11.44514, 13.43911, 8.14028)
H (12.33821, 12.31488, 9.13707)
H (12.56860, 12.26615, 7.39487)
H (16.60215, 16.60439, 9.13588)
H (17.03332, 14.86863, 9.09249)
H (16.71756, 15.61253, 10.64738)
O (16.96479, 20.89556, 10.55572)
S (16.40346, 20.25999, 9.37781)
O (17.02268, 19.12963, 8.72130)
C (14.72521, 19.77286, 9.82282)
C (13.93364, 20.37391, 8.69774)
C (14.48530, 21.78743, 8.41060)
C (16.01492, 21.58245, 8.15328)
H (14.44731, 20.29645, 10.74137)
H (14.70226, 18.70993, 10.02275)
H (13.94830, 19.78652, 7.78172)
H (12.90514, 20.48733, 9.03696)
H (14.40766, 22.49324, 9.23638)
H (13.93069, 22.20798, 7.58445)
H (16.73582, 22.39438, 8.21474)
H (16.30170, 21.16904, 7.18833)
O (14.32052, 17.66300, 12.30329)
S (14.34370, 18.21658, 13.65881)
O (13.90311, 19.58851, 14.00617)
C (13.51658, 16.91073, 14.76996)
C (14.74069, 16.17925, 15.42817)
C (16.04976, 16.46141, 14.54722)
C (16.12141, 17.96004, 14.24178)
H (12.98323, 16.22668, 14.12736)
H (12.92508, 17.45189, 15.50222)
H (15.05376, 16.59744, 16.38980)
H (14.63035, 15.10573, 15.57803)
H (16.12959, 15.97790, 13.57795)
H (16.88266, 16.06165, 15.12398)
H (16.85362, 18.14006, 13.45821)
H (16.34056, 18.58068, 15.11203)
O (12.99308, 17.55286, 18.61987)
S (13.95563, 18.61206, 18.48221)
O (14.50378, 19.08266, 17.20289)
C (13.30081, 20.05317, 19.38304)
C (14.16136, 20.03282, 20.65868)
C (15.58095, 19.52181, 20.27382)
C (15.35948, 18.21543, 19.51175)
H (12.24325, 19.96156, 19.60082)
H (13.53574, 20.92148, 18.77296)
H (14.14012, 20.95259, 21.22482)
H (13.72597, 19.33390, 21.39512)
H (16.24893, 19.38491, 21.12623)
H (16.04416, 20.25296, 19.60061)
H (14.99367, 17.42812, 20.16660)
H (16.22459, 17.86900, 18.95915)
Cl (9.86505, 17.17034, 15.47098)
C (10.56118, 18.69142, 14.87757)
Cl (11.29990, 19.65633, 16.17573)
Cl (9.23489, 19.62077, 14.05618)
H (11.29880, 18.40045, 14.14880)
Cl (14.33366, 23.72734, 14.74402)
C (13.22336, 22.42342, 15.06978)
Cl (11.92122, 22.47309, 13.97199)
Cl (12.59158, 22.80622, 16.71708)
H (13.72778, 21.46176, 15.02769)
Cl (14.11878, 12.92471, 18.03344)
C (12.98182, 14.24966, 18.34956)
Cl (12.25128, 13.83752, 19.90874)
Cl (11.70623, 14.25253, 17.12664)
H (13.46534, 15.22766, 18.34124)

Löwdin atomic charge list, values in e, 8 entries: number 1, C, carries -0.07; number 2, O, carries -0.24; number 3, P, carries 0.32; number 4, O, carries -0.23; number 5, O, carries -0.25; number 6, C, carries -0.02; number 7, O, carries -0.24; number 8, C, carries -0.02